No. 1
Here is a structure of composition C52H38N4O2P2PtSSe from OMol25. Energies are from wB97M-V/def2-TZVPD.

The geometry in XYZ format:
```
101
Properties=species:S:1:pos:R:3
Pt 0.65 -1.15 0.44
C -3.67 3.65 -0.07
C -4.26 2.24 -0.31
C -5.76 2.36 -0.58
C -3.51 1.59 -1.47
C -3.95 1.60 -2.78
C -3.22 1.00 -3.80
C -2.06 0.32 -3.51
C -1.59 0.28 -2.19
P -0.23 -0.87 -1.81
C -0.97 -2.41 -2.41
C -0.61 -3.08 -3.58
C -1.34 -4.18 -4.00
C -2.43 -4.62 -3.27
C -2.80 -3.96 -2.11
C -2.07 -2.86 -1.67
C 1.10 -0.38 -2.94
C 2.08 -1.32 -3.30
C 3.13 -0.95 -4.11
C 3.23 0.36 -4.57
C 2.27 1.30 -4.20
C 1.21 0.93 -3.39
C -2.30 0.96 -1.21
O -1.78 0.94 0.06
C -2.70 0.86 1.07
C -2.28 0.20 2.22
C -3.19 0.04 3.26
C -4.48 0.52 3.13
C -4.86 1.21 1.98
C -3.97 1.40 0.93
P -0.51 -0.20 2.33
C -0.42 -1.31 3.75
C -1.21 -2.46 3.72
C -1.14 -3.38 4.75
C -0.27 -3.16 5.81
C 0.51 -2.02 5.85
C 0.44 -1.09 4.82
C 0.20 1.39 2.85
C 1.50 1.88 2.27
C 1.95 3.18 2.86
C 1.23 3.86 3.78
C 0.01 3.35 4.26
C -0.47 2.12 3.79
H -3.83 4.27 -0.96
H -2.60 3.60 0.13
H -4.16 4.12 0.78
H -5.94 2.99 -1.46
H -6.25 2.85 0.25
H -6.22 1.39 -0.75
H -4.89 2.09 -3.04
H -3.59 1.02 -4.82
H -1.52 -0.21 -4.28
H 0.22 -2.73 -4.18
H -1.06 -4.69 -4.91
H -3.00 -5.47 -3.62
H -3.66 -4.29 -1.54
H -2.35 -2.35 -0.76
H 2.00 -2.34 -2.95
H 3.87 -1.68 -4.40
H 4.06 0.65 -5.20
H 2.35 2.31 -4.57
H 0.47 1.67 -3.11
H -2.89 -0.47 4.17
H -5.18 0.39 3.94
H -5.86 1.60 1.92
H -1.89 -2.63 2.89
H -1.76 -4.27 4.72
H -0.22 -3.88 6.62
H 1.17 -1.85 6.69
H 1.05 -0.19 4.86
H 2.30 1.14 2.47
H 2.91 3.56 2.53
H 1.61 4.79 4.18
H -0.56 3.90 5.00
H -1.40 1.74 4.19
Se 7.61 1.79 -1.88
N 6.09 2.50 -1.37
C 5.26 1.52 -1.09
C 3.93 1.71 -0.63
C 3.33 3.00 -0.49
C 2.13 3.13 0.10
C 1.43 1.94 0.67
N 1.93 0.68 0.18
C 3.13 0.57 -0.33
C 3.64 -0.78 -0.61
N 2.81 -1.82 -0.43
C 3.25 -3.05 -0.65
C 4.55 -3.33 -1.04
C 5.41 -2.27 -1.25
C 4.95 -0.97 -1.05
C 5.79 0.19 -1.28
N 7.02 0.13 -1.70
H 3.87 3.85 -0.89
H 1.65 4.09 0.21
H 0.36 2.00 0.42
H 2.53 -3.85 -0.52
H 4.86 -4.35 -1.19
H 6.44 -2.42 -1.57
O 2.04 -2.70 2.43
C 1.20 -2.97 1.68
S 0.14 -3.80 0.83
```

Results
Net charge: +2
Frontier orbital gap (spin up / spin down): 6.5 / 5.8 eV
Energy above the lowest of the compared OMol25 structures with the same formula, charge and spin: 0.419 eV
Multiplicity: 5
LUMO level (spin up / spin down): -0.204 / -0.275 Ha
E_HOMO (spin up / spin down): -12.0 / -13.3 eV

---

No. 2
Here is a structure of composition C52H40LaN8O6 from OMol25. Energies are from wB97M-V/def2-TZVPD.

The geometry in XYZ format:
```
107
Properties=species:S:1:pos:R:3
La 0.57 0.45 0.54
O 4.85 -0.71 -0.39
C 3.63 -0.72 -0.45
N 2.77 -0.79 0.60
C 3.19 -1.39 1.73
O 4.02 -2.28 1.83
C 2.49 -0.91 3.00
C 3.11 -1.18 4.22
C 2.48 -0.82 5.39
C 1.23 -0.22 5.31
C 0.71 0.06 4.05
N 1.33 -0.27 2.92
C 2.98 -0.58 -1.81
C 3.72 -1.01 -2.91
C 3.21 -0.84 -4.18
C 1.97 -0.23 -4.32
C 1.29 0.15 -3.17
N 1.77 -0.04 -1.94
H 4.08 -1.66 4.21
H 2.93 -1.00 6.35
H 0.69 0.05 6.20
H -0.24 0.57 3.95
H 4.69 -1.47 -2.74
H 3.75 -1.17 -5.06
H 1.54 -0.04 -5.29
H 0.32 0.62 -3.24
C 1.45 -3.50 -0.86
C 1.24 -4.00 0.54
C 1.86 -5.18 0.95
C 1.66 -5.70 2.21
C 0.81 -5.04 3.08
C 0.18 -3.87 2.71
C -0.75 -3.18 3.66
C 0.39 -3.33 1.42
N -0.26 -2.12 1.14
C -1.56 -2.21 0.90
O -2.18 -3.18 0.44
C -2.32 -0.99 1.33
C -3.66 -1.16 1.69
C -4.32 -0.12 2.33
C -3.63 1.05 2.58
C -2.31 1.16 2.14
N -1.67 0.16 1.53
C -1.60 2.49 2.32
O -2.19 3.38 2.95
N -0.39 2.53 1.77
C 0.23 3.79 1.69
C 1.48 4.00 2.27
C 2.16 2.90 3.04
C 2.12 5.22 2.12
C 1.53 6.26 1.42
C 0.29 6.06 0.85
C -0.38 4.84 0.98
C -1.73 4.70 0.33
H 0.85 -4.08 -1.57
H 1.15 -2.46 -0.93
H 2.50 -3.59 -1.15
H 2.50 -5.70 0.25
H 2.15 -6.61 2.52
H 0.63 -5.44 4.07
H -0.57 -3.52 4.68
H -1.78 -3.39 3.39
H -0.61 -2.10 3.61
H -4.12 -2.10 1.47
H -5.36 -0.23 2.64
H -4.08 1.89 3.09
H 1.46 2.43 3.73
H 3.01 3.28 3.60
H 2.52 2.15 2.33
H 3.09 5.36 2.57
H 2.05 7.20 1.30
H -0.18 6.86 0.30
H -1.78 5.31 -0.57
H -2.51 5.01 1.02
H -1.92 3.66 0.07
O 2.58 4.00 -1.14
C 1.83 3.07 -0.89
O 2.01 2.11 -0.09
C 0.49 3.02 -1.69
C 0.39 3.85 -2.83
C -0.68 3.70 -3.67
C -1.70 2.79 -3.31
C -2.83 2.54 -4.13
C -3.80 1.68 -3.71
C -3.72 1.07 -2.45
C -2.64 1.30 -1.64
C -1.58 2.11 -2.07
N -0.45 2.18 -1.32
H 1.19 4.55 -3.00
H -0.75 4.25 -4.60
H -2.90 3.04 -5.08
H -4.65 1.47 -4.35
H -4.52 0.42 -2.13
H -2.58 0.86 -0.66
N -0.86 -0.81 -1.33
C -1.23 -1.59 -2.10
C -1.62 -2.51 -3.09
C -1.53 -2.13 -4.43
C -1.86 -3.04 -5.41
C -2.29 -4.31 -5.06
C -2.39 -4.68 -3.72
C -2.06 -3.78 -2.72
H -1.19 -1.13 -4.69
H -1.79 -2.77 -6.45
H -2.53 -5.02 -5.84
H -2.74 -5.67 -3.47
H -2.14 -4.03 -1.67
```

Results
Net charge: -1
Frontier orbital gap: 7.0 eV
LUMO level: 0.067 Ha
E_HOMO: -5.2 eV

---

No. 3
Here is a structure of composition C52H41F3N7O6Rh from OMol25. Energies are from wB97M-V/def2-TZVPD.

The geometry in XYZ format:
```
110
Properties=species:S:1:pos:R:3
Rh -0.08 -0.19 -0.11
C 3.19 -4.40 3.07
O 3.57 -3.36 2.18
C 4.67 -2.64 2.47
C 5.57 -2.93 3.50
C 6.70 -2.15 3.68
C 6.95 -1.06 2.86
C 6.04 -0.74 1.87
C 4.90 -1.51 1.67
N 4.00 -1.18 0.62
C 2.73 -0.74 0.79
N 2.27 -0.78 2.05
C 1.11 -0.22 2.59
C 0.02 0.20 1.85
C -0.99 0.91 2.49
C -0.98 1.09 3.87
C 0.07 0.56 4.62
C 1.11 -0.08 3.98
O 2.19 -0.59 4.67
C 3.12 0.44 5.06
N 2.00 -0.32 -0.21
C 2.60 -0.01 -1.43
C 1.99 -0.54 -2.71
C 2.98 -0.55 -3.83
C 4.01 0.31 -3.85
C 4.30 1.13 -2.72
C 3.62 0.91 -1.51
O 4.03 1.48 -0.34
C 4.24 2.89 -0.35
H 2.26 -4.80 2.68
H 3.03 -4.02 4.08
H 3.95 -5.19 3.08
H 5.39 -3.79 4.14
H 7.39 -2.40 4.48
H 7.83 -0.45 3.00
H 6.18 0.13 1.23
H 4.43 -0.92 -0.26
H 2.89 -1.16 2.75
H -1.78 1.35 1.91
H -1.78 1.63 4.35
H 0.09 0.66 5.70
H 3.95 -0.06 5.56
H 2.65 1.15 5.74
H 3.48 0.97 4.17
H 1.58 -1.54 -2.53
H 2.78 -1.20 -4.68
H 4.67 0.36 -4.71
H 5.10 1.86 -2.75
H 4.18 3.21 0.68
H 3.45 3.39 -0.93
H 5.21 3.15 -0.77
C -10.92 0.13 -8.34
O -9.57 0.15 -8.78
C -8.60 0.12 -7.83
C -7.29 0.16 -8.30
C -6.24 0.13 -7.40
C -6.47 0.07 -6.02
C -7.79 0.03 -5.58
C -8.85 0.06 -6.46
C -5.39 0.03 -5.04
N -5.56 -0.13 -3.74
C -4.31 -0.09 -3.20
C -3.34 0.09 -4.18
N -4.07 0.17 -5.36
C -1.97 0.14 -3.94
C -0.94 0.25 -4.90
C 0.35 0.33 -4.52
C 0.75 0.37 -3.08
N -0.32 0.10 -2.15
C -1.60 0.04 -2.53
C -2.57 -0.16 -1.52
N -2.11 -0.29 -0.23
C -2.99 -0.67 0.73
C -4.33 -0.78 0.50
C -4.84 -0.54 -0.80
C -3.95 -0.26 -1.81
H -11.54 0.17 -9.23
H -11.14 0.99 -7.70
H -11.14 -0.79 -7.80
H -7.12 0.21 -9.36
H -5.23 0.15 -7.79
H -7.97 -0.02 -4.51
H -9.86 0.02 -6.08
H -3.70 0.35 -6.27
H -1.19 0.28 -5.96
H 1.14 0.46 -5.25
H 1.10 1.40 -2.88
H -2.57 -0.89 1.70
H -4.98 -1.08 1.32
H -5.90 -0.62 -1.03
F 0.08 4.43 -1.24
C 0.45 4.20 0.03
F 1.49 5.00 0.28
F -0.56 4.60 0.82
C 0.78 2.71 0.29
O 1.74 2.46 0.99
O -0.07 1.94 -0.28
C -0.08 -2.09 0.01
C -0.03 -3.31 0.07
C 0.06 -4.74 0.20
C -0.81 -5.42 1.04
C -0.71 -6.80 1.18
C 0.26 -7.51 0.48
C 1.13 -6.83 -0.37
C 1.04 -5.45 -0.50
H -1.57 -4.87 1.57
H -1.39 -7.32 1.84
H 0.33 -8.58 0.59
H 1.88 -7.38 -0.92
H 1.72 -4.92 -1.15
```

Results
Frontier orbital gap (spin up / spin down): 5.5 / 5.3 eV
Multiplicity: 5
LUMO level (spin up / spin down): 0.021 / -0.094 Ha
E_HOMO (spin up / spin down): -4.9 / -7.8 eV

---

No. 4
Here is a structure of composition C52H41N4O9W from OMol25. Energies are from wB97M-V/def2-TZVPD.

The geometry in XYZ format:
```
107
Properties=species:S:1:pos:R:3
W -0.54 -0.58 0.56
C 1.94 8.54 4.00
O 0.68 7.89 4.16
C 0.56 6.63 3.68
C 1.55 5.95 2.99
C 1.30 4.67 2.52
C 0.07 4.04 2.72
C -0.90 4.74 3.45
C -0.66 6.00 3.93
C -0.16 2.71 2.11
C -1.23 2.50 1.26
C -2.30 3.42 1.04
C -3.19 2.80 0.23
C -2.65 1.53 -0.11
N -1.45 1.33 0.55
C -3.13 0.78 -1.20
C -2.33 -0.11 -1.88
C -2.54 -0.55 -3.24
C -1.38 -1.09 -3.67
C -0.46 -1.09 -2.56
C 0.78 -1.68 -2.59
C 1.37 -2.06 -3.91
C 1.75 -1.05 -4.78
C 2.38 -1.34 -5.99
C 2.64 -2.66 -6.33
O 3.27 -3.05 -7.46
C 3.84 -2.04 -8.28
C 2.23 -3.68 -5.48
C 1.60 -3.39 -4.28
C 1.53 -1.90 -1.41
N 1.26 -1.33 -0.20
C 2.22 -1.85 0.68
C 2.42 -1.38 1.98
C 3.38 -2.07 2.87
C 4.73 -2.22 2.56
C 5.59 -2.90 3.41
C 5.11 -3.44 4.60
O 5.86 -4.12 5.48
C 7.17 -4.51 5.08
C 3.77 -3.27 4.94
C 2.92 -2.58 4.09
C 1.81 -0.22 2.44
C 2.31 0.54 3.53
C 1.67 1.73 3.50
C 0.74 1.68 2.42
N 0.81 0.47 1.79
C 3.02 -2.79 0.00
C 2.63 -2.78 -1.30
N -1.07 -0.53 -1.46
C -4.46 1.17 -1.78
C -4.52 1.95 -2.94
C -5.74 2.35 -3.46
C -6.93 1.99 -2.83
O -8.06 2.43 -3.41
C -9.30 2.07 -2.80
C -6.88 1.22 -1.67
C -5.65 0.83 -1.16
H 1.83 9.51 4.47
H 2.18 8.68 2.94
H 2.74 7.98 4.49
H 2.52 6.40 2.80
H 2.08 4.15 1.96
H -1.84 4.25 3.70
H -1.40 6.53 4.51
H -2.36 4.42 1.43
H -4.12 3.20 -0.15
H -3.45 -0.40 -3.79
H -1.15 -1.47 -4.65
H 1.55 -0.02 -4.51
H 2.67 -0.52 -6.64
H 3.07 -1.40 -8.72
H 4.37 -2.55 -9.07
H 4.54 -1.42 -7.71
H 2.40 -4.71 -5.78
H 1.28 -4.20 -3.64
H 5.12 -1.77 1.65
H 6.64 -2.98 3.14
H 7.51 -5.23 5.82
H 7.85 -3.65 5.08
H 7.17 -4.97 4.09
H 3.41 -3.68 5.87
H 1.87 -2.48 4.35
H 3.09 0.22 4.20
H 1.79 2.57 4.17
H 3.81 -3.39 0.44
H 3.06 -3.35 -2.12
H -3.61 2.25 -3.43
H -5.79 2.96 -4.36
H -9.42 0.99 -2.78
H -10.07 2.51 -3.42
H -9.37 2.47 -1.79
H -7.79 0.92 -1.17
H -5.63 0.24 -0.25
O -4.36 -2.23 0.86
C -3.10 -2.08 0.60
O -2.49 -1.07 0.91
C -2.45 -3.18 -0.21
O -1.05 -3.08 -0.10
C -0.47 -3.89 0.92
C -0.46 -3.15 2.26
O -0.47 -3.74 3.30
O -0.40 -1.85 2.12
H -4.69 -1.44 1.33
H -2.73 -3.03 -1.25
H -2.82 -4.15 0.12
H 0.56 -4.08 0.62
H -0.99 -4.84 1.01
```

Results
Net charge: +1
Frontier orbital gap (spin up / spin down): 5.0 / 5.7 eV
Multiplicity: 3
LUMO level (spin up / spin down): -0.135 / -0.141 Ha
E_HOMO (spin up / spin down): -8.7 / -9.5 eV